Density functional theory data (ωB97M-V with the def2-TZVPD basis set) for 6 unconnected molecules or ions with the total composition C32H63FNO8.

Results
- Energy: -2013.6268 a.u.
- Spin multiplicity: 1
- Frontier orbital gap: 7.04 eV
- Net charge: -1

Each line ends with the Mulliken charge.
Atoms and positions in Å:
H 1.75466 -0.01698 0.80186  0.547
H 5.90583 -3.12919 -7.83374  0.393
H -2.60224 0.86330 2.53908  0.202
H 5.06876 -3.88168 -0.10952  0.302
H 2.72911 -1.28633 -8.73384  0.268
H -2.97301 3.30633 2.80541  0.452
C -2.81751 2.68509 3.68826  -0.949
H 1.34459 5.70602 -1.82784  0.418
H -2.48584 -0.52457 5.94625  0.347
H 3.48430 6.09161 -1.58995  0.313
H 2.16762 7.49423 0.07945  0.265
H -3.79616 2.46616 4.12329  0.196
H -6.32693 5.06122 2.05123  0.265
C 2.23796 -0.68558 -7.96628  -1.124
C 4.03202 -2.77062 -6.82961  -0.356
C -6.57978 4.02715 2.28932  -0.877
C 2.93983 -2.55393 -1.80793  -0.972
C 3.98090 -4.02615 -0.04968  -1.414
H 4.11885 -8.57817 2.71233  0.291
O 3.34089 -1.79886 -6.06967  -0.323
H 4.80213 6.01705 -0.43577  0.346
H 3.11308 -6.60305 3.82947  0.331
C 2.81601 -1.85887 0.46125  -0.947
C 3.24959 7.37388 0.14066  -1.023
H 5.35804 -1.45651 -7.95189  0.263
H 1.58519 3.96101 -1.88449  0.238
C 3.08529 -0.56202 -6.71094  -0.250
O -0.62600 2.38723 0.27444  -0.667
F -2.01221 -3.61891 -3.09372  -0.263
C -7.16206 6.68361 4.68944  -1.112
O -3.43985 -1.97282 -2.65434  -0.511
C -1.07444 -1.48100 -2.47839  -0.078
C -3.85103 -0.73479 4.31048  -1.016
H 2.54891 -9.37144 2.64449  0.266
C 2.48055 -7.28274 3.25728  -0.341
H -4.28959 -0.15672 3.49653  0.228
H 1.97156 -1.25357 -3.24189  0.503
C -2.29704 -2.31910 -2.74580  0.634
H -7.50354 2.85740 3.82496  0.342
C 1.79357 -0.53128 -1.25553  -0.160
C 5.40897 -2.32311 -7.29123  -1.071
C 1.50763 -7.39019 1.05954  -0.318
H -0.48842 -8.14351 0.75701  0.389
C -1.08411 1.91290 -0.79044  0.190
C -6.02889 5.67091 4.70586  -0.268
C -7.26657 3.90576 3.63892  -0.357
H 3.28739 -9.04102 4.21033  0.390
H 1.36083 1.52737 -1.11175  -0.029
H 1.28395 -1.16268 -7.73590  0.301
H -0.54793 -0.12765 -0.34592  0.370
C 1.78071 4.78577 0.09673  -0.153
H 3.02453 -2.02441 1.51644  0.341
H -5.43782 5.81147 5.61171  0.371
H -3.41559 0.92801 5.62980  0.282
C 3.22720 -2.78178 -0.47503  1.201
O -6.46532 4.32492 4.73026  -0.430
H 3.75172 -4.29108 0.98904  0.274
H 3.28491 -3.26201 -2.56051  0.432
H -8.22170 4.44434 3.63951  0.323
C 0.08454 -7.63275 1.53212  -1.095
H 1.52353 -7.33704 3.78798  0.304
C 1.16305 4.77210 -1.28773  -0.988
H 4.13951 -3.63983 -6.17944  0.318
H 3.52212 7.38089 1.19792  0.277
C -0.51569 0.53162 -1.23772  0.406
H 1.56369 3.83804 0.58806  0.160
H 2.55308 0.05077 -5.98293  0.285
O -1.77580 0.57627 4.42193  -0.466
H -0.40610 -6.68567 1.76165  0.311
H 1.99400 -8.33332 0.78400  0.295
C 2.22409 -1.44936 -2.20115  -0.361
N -1.39566 -0.07951 -2.25009  -0.461
H 6.02575 -2.04674 -6.43439  0.296
H -3.33129 -1.58566 3.86615  0.287
C 3.71509 6.08466 -0.51818  -0.350
C -2.06558 1.42300 3.31080  -0.060
H 1.06891 0.87353 -2.75661  0.414
H 3.42062 -3.09238 -7.68071  0.310
O 2.30609 -6.68068 1.98956  -0.355
H 1.48348 -6.77877 0.15691  0.323
H 0.05067 -8.24708 2.43346  0.269
H -0.33061 -1.53629 -3.28050  0.034
C 2.10022 -0.74569 0.06857  -0.087
C 3.14591 -8.64838 3.20211  -1.063
H 0.08438 4.62634 -1.21775  0.301
C -2.88943 0.09729 5.14429  -0.281
H -4.66769 -1.10692 4.93279  0.386
H -1.10646 1.70121 2.87691  0.093
H -7.23094 3.65401 1.49771  0.392
H 1.33331 5.56784 0.72038  0.252
H 3.71705 -4.89966 -0.65937  0.325
H -5.65220 3.45315 2.27997  0.131
H -5.34850 5.83317 3.86307  0.268
H 4.02612 -0.04285 -6.92488  0.303
O -1.92952 2.48141 -1.51237  -0.791
H 2.04416 0.30092 -8.38948  0.393
H -2.33163 0.00538 -1.86390  0.295
H -0.61245 -1.89762 -1.55647  0.113
H -7.78249 6.58952 3.79721  0.268
C 0.96170 0.67776 -1.68354  -0.655
O 3.20350 4.91832 0.08608  -0.440
H -6.76160 7.69831 4.71340  0.399
H -7.81062 6.54348 5.55658  0.284
H -2.25299 3.26045 4.42561  0.309
H 3.70923 8.23638 -0.34697  0.386